Entry 1:
{
  "formula": "C6H18BF4KO3",
  "method": "ωB97M-V/def2-TZVPD",
  "symbols": ["K", "B", "F", "F", "F", "F", "C", "C", "O", "H", "H", "H", "H", "H", "H", "C", "C", "O", "H", "H", "H", "H", "H", "H", "C", "C", "O", "H", "H", "H", "H", "H", "H"],
  "positions_angstrom": [[11.455045, -13.391578, -12.013278], [12.786830, -14.460213, -9.703634], [12.568639, -14.387667, -8.326050], [14.149589, -14.532114, -10.003523], [12.152666, -15.655904, -9.994069], [12.123916, -13.448894, -10.380200], [14.278948, -13.485899, -13.683806], [13.297314, -14.629241, -13.499993], [12.947684, -14.648686, -12.135634], [15.246055, -13.665865, -13.214317], [13.976189, -12.570959, -13.174584], [14.458842, -13.271068, -14.737177], [13.705054, -15.587969, -13.820440], [12.380390, -14.367014, -14.027810], [13.640830, -15.185455, -11.744429], [9.488071, -12.264378, -14.827206], [10.821085, -12.598141, -14.209008], [10.668350, -13.756508, -13.483057], [9.616353, -11.328702, -15.371417], [8.701381, -12.014752, -14.115229], [9.044982, -13.004980, -15.492996], [11.207240, -11.837783, -13.530148], [11.585824, -12.768149, -14.966883], [10.350303, -14.480752, -14.027043], [11.217792, -11.147816, -10.019867], [10.379241, -10.839383, -11.247893], [9.957173, -12.032221, -11.899115], [10.763351, -11.812207, -9.284924], [11.485415, -10.182676, -9.589742], [12.127914, -11.686174, -10.284360], [10.806308, -10.169108, -11.993852], [9.449442, -10.349408, -10.958932], [9.122539, -11.827335, -12.326911]],
  "forces_ev_per_angstrom": [[2.6, 5.7, 5.1], [0.0, -1.9, 2.9], [0.5, 1.3, 0.5], [0.2, 0.4, 0.0], [-0.4, -1.1, -1.2], [5.0, -0.9, 11.9], [0.8, 0.1, -0.4], [0.5, 1.1, -0.3], [5.2, -5.4, -1.7], [0.1, -0.4, -0.1], [-0.5, 0.1, -0.2], [0.0, 0.1, -0.1], [-0.1, 0.0, -0.2], [0.7, -0.7, -0.4], [0.1, -0.2, 0.7], [-0.2, 1.7, -0.4], [-0.6, 0.2, -2.3], [-8.5, -5.9, -13.3], [-0.1, 0.0, -0.4], [0.1, -0.3, 0.3], [0.5, -0.2, 0.0], [-0.2, 0.1, -0.6], [0.0, 0.2, -0.4], [-0.7, -0.1, -1.2], [0.7, 0.8, -0.6], [-1.4, 0.2, 0.8], [-4.5, 3.1, 0.7], [-0.5, 0.4, -0.1], [0.0, -0.1, 0.3], [-0.1, 1.1, 0.1], [0.7, 0.1, 0.1], [0.1, 0.4, 0.4], [-0.2, 0.0, 0.1]],
  "lowdin_charge": [1.21, -1.29, 0.12, 0.14, 0.14, -0.18, -0.05, -0.26, -0.27, 0.09, 0.08, 0.08, 0.14, 0.08, 0.10, -0.04, -0.32, -0.42, 0.09, 0.07, 0.09, 0.11, 0.13, 0.14, -0.05, -0.26, -0.27, 0.10, 0.09, 0.07, 0.12, 0.12, 0.09],
  "lumo_ev": -0.3,
  "orbital_gap_ha": 0.3545,
  "de_lowest_kcal_mol": 303.1
}

Entry 2:
{
  "formula": "C22H40ClN5O2Pd",
  "method": "ωB97M-V/def2-TZVPD",
  "symbols": ["Pd", "Cl", "C", "C", "N", "H", "N", "H", "C", "C", "C", "H", "H", "H", "H", "H", "H", "C", "H", "H", "H", "C", "C", "H", "H", "C", "H", "C", "H", "H", "H", "H", "H", "C", "H", "C", "N", "H", "N", "H", "C", "C", "C", "H", "H", "H", "H", "H", "H", "C", "H", "H", "H", "C", "C", "H", "H", "C", "H", "C", "H", "H", "H", "H", "H", "C", "H", "C", "O", "N", "O"],
  "positions_angstrom": [[0.897690, -0.799073, -1.062006], [-0.184440, 0.462729, -2.550103], [2.710172, -4.165443, 0.187369], [1.945271, -2.199863, -0.373023], [1.585422, -3.486815, -0.268056], [4.751836, -3.471855, 0.443939], [3.257451, -2.067283, -0.165791], [2.639298, -5.217580, 0.404981], [0.102078, -3.882561, -0.304651], [-0.053551, -5.314659, -0.779695], [-0.541490, -3.625558, 1.050732], [0.370199, -6.066474, -0.107676], [-1.130410, -5.500985, -0.852304], [0.369589, -5.432830, -1.782277], [-1.743489, -3.060320, -0.996371], [-0.507054, -3.263557, -2.320737], [-0.481660, -2.552791, 1.273758], [-0.679221, -2.998160, -1.272253], [-0.089614, -4.196317, 1.872481], [-1.613970, -3.884086, 0.988949], [-0.487784, -1.895108, -1.165087], [3.717672, -3.312036, 0.238788], [3.498907, -0.106183, 1.416087], [4.120107, -0.543397, 2.220176], [3.669521, 0.994385, 1.363249], [3.861712, -0.666511, 0.021252], [3.786973, 1.225791, -0.998682], [5.352899, -0.707982, -0.283352], [5.538456, -0.887900, -1.352098], [2.423071, -0.297845, 1.636318], [2.220816, 0.665506, -0.457232], [5.911878, -1.439569, 0.307884], [5.742303, 0.288561, -0.050901], [3.173225, 0.315362, -0.925280], [2.959088, -0.056305, -1.938255], [-3.760742, 3.359830, -0.481360], [-3.342889, 2.192106, 0.155474], [-2.705028, 5.302270, -0.703193], [-1.733700, 3.645639, 0.316836], [-4.777285, 3.454311, -0.883895], [-3.813015, 0.789590, -0.098270], [-5.317565, 0.726112, 0.104930], [-3.458778, 0.251138, -1.498117], [-5.892434, 1.359692, -0.584797], [-5.637084, -0.324770, -0.090485], [-5.610520, 0.957762, 1.132825], [-3.492057, -1.097828, 0.854186], [-2.913017, 0.312899, 1.833259], [-2.359436, 0.096248, -1.566834], [-3.021526, -0.101235, 0.827848], [-3.744337, 0.905545, -2.331017], [-3.949425, -0.753565, -1.618713], [-1.998797, -0.232130, 0.427136], [-2.755333, 4.237447, -0.389857], [0.325046, 3.556416, -1.161097], [-0.058417, 4.161133, -1.987076], [1.437351, 3.675657, -1.128973], [-0.252298, 3.929544, 0.201967], [1.548276, 3.080946, 0.985324], [-0.001552, 5.398912, 0.487627], [-0.329939, 5.677093, 1.492895], [0.117205, 2.488375, -1.369118], [0.152464, 1.963491, 0.981360], [-0.453683, 6.079375, -0.245357], [1.096982, 5.578735, 0.449976], [0.455453, 3.011722, 1.159838], [0.252931, 3.275078, 2.196774], [-2.256995, 2.551526, 0.894322], [0.959507, -1.049148, 3.661421], [0.049013, -0.882618, 2.893384], [0.148680, -0.430587, 1.660678]],
  "forces_ev_per_angstrom": [[-0.3, 0.9, 0.0], [-1.0, 1.3, -1.6], [-1.5, -1.8, -0.1], [0.0, -0.1, -0.4], [-0.5, 0.6, 0.6], [0.3, -0.2, 0.2], [-0.1, 0.4, 0.9], [0.3, 0.0, 0.0], [0.7, 0.3, 0.1], [0.0, -0.2, 0.0], [-0.1, -0.1, 0.5], [0.0, 0.1, 0.0], [0.1, -0.1, 0.0], [0.0, -0.1, 0.1], [0.3, -0.3, -0.4], [-0.1, 0.1, 0.2], [0.1, -0.2, 0.1], [-0.2, 0.3, -0.3], [0.0, 0.1, -0.2], [0.4, -0.1, 0.1], [-0.6, -1.0, 0.0], [1.7, 0.9, 0.1], [0.3, -0.3, 0.2], [-0.3, 0.2, -0.3], [-0.1, -0.7, 0.3], [-0.5, -0.7, -0.1], [-0.1, -0.2, -0.1], [0.0, 0.1, 0.0], [-0.1, -0.1, 0.3], [0.6, 0.2, -0.1], [0.4, 0.0, -0.2], [-0.1, 0.1, 0.0], [0.2, -0.1, 0.0], [-0.2, 0.4, -0.3], [0.4, 0.0, 0.2], [-1.4, -0.5, -1.2], [-0.3, 1.5, 0.5], [-0.1, -1.1, 0.0], [-0.5, 0.7, 0.3], [0.8, 0.1, -0.1], [0.1, 0.5, 0.2], [-0.6, -1.0, 0.1], [0.4, -0.1, -0.3], [0.3, 0.0, 0.1], [0.1, 0.7, 0.1], [0.1, 0.1, 0.0], [0.1, 0.2, 0.1], [-0.1, -0.2, -0.1], [-0.9, 0.2, -0.1], [0.3, -0.7, 0.5], [-0.2, -0.1, 0.2], [0.4, 0.9, 0.1], [-0.4, 0.1, 0.5], [0.1, 2.3, -1.4], [0.0, -0.5, -0.4], [-0.1, 0.0, 0.0], [-0.9, 0.0, 0.0], [-0.4, 0.2, 0.3], [-0.5, 0.1, 0.1], [0.9, 0.4, 0.3], [-0.1, 0.0, -0.1], [0.1, 0.7, 0.0], [0.1, 0.4, 0.3], [-0.1, -0.2, 0.1], [-0.6, -0.1, 0.0], [0.7, -0.5, 0.5], [-0.1, -0.2, 0.1], [2.5, -3.8, -0.3], [2.8, -0.7, 2.9], [-2.4, 0.8, -2.8], [-0.3, 0.0, -0.1]],
  "mulliken_spin": [1.83, 0.24, 0.12, -1.45, 1.04, 0.12, 1.00, -0.22, -2.73, 1.50, 0.39, -0.32, 0.20, -0.25, -0.02, -0.05, 0.05, 0.72, 0.02, -0.03, 0.02, 0.53, 0.52, 0.03, -0.06, -4.13, -0.02, 2.41, -0.31, 0.10, 0.07, -0.28, 0.06, 0.81, 0.07, 0.00, 0.01, 0.00, -0.01, 0.00, -0.06, 0.01, 0.08, -0.01, 0.00, 0.00, 0.01, 0.00, -0.01, 0.04, 0.01, 0.00, -0.04, 0.00, 0.08, 0.01, 0.00, -0.04, 0.00, 0.02, 0.01, -0.01, 0.01, -0.01, -0.01, 0.02, -0.01, 0.01, 0.49, 1.01, 0.37],
  "lumo_ev": [4.4, 4.4],
  "charge": -2,
  "spin_multiplicity": 5,
  "orbital_gap_ha": [0.0568, 0.2532]
}

Number 1 is which compound? C6H18BF4KO3